(1)
Below is C12H13NO2 in the gas phase at a distorted geometry, with properties calculated with ωB97M-V/def2-TZVPD.

relative energy (zero: lowest compared OMol25 entry of this formula, charge and spin): 602.6 kJ/mol
frontier orbital gap (alpha / beta): 0.2594 / 0.2274 Ha
HOMO level (alpha / beta): -6.47 / -6.31 eV

Geometry as ORCA input:
```
! wB97M-V def2-TZVPD RIJCOSX def2/J DEFGRID3
* xyz 0 1
C 1.865 -0.856 1.046
C 2.133 -0.324 -1.274
C 3.113 -1.345 1.099
C 3.389 -0.744 -1.095
C -0.651 1.104 -0.637
C 1.350 1.917 0.286
C -2.055 1.465 -0.826
C -2.985 0.822 0.267
C -2.631 -0.659 0.320
C -1.182 -0.807 0.717
C -0.216 -0.340 -0.439
C 1.302 -0.454 -0.206
N 0.162 2.074 -0.121
O 2.341 2.283 0.747
O 3.915 -1.293 -0.041
H 1.203 -0.921 1.924
H 1.517 0.017 -2.102
H 3.647 -1.813 1.949
H 4.087 -0.695 -1.935
H -2.014 2.560 -0.619
H -2.622 1.256 -1.801
H -2.979 1.276 1.253
H -3.996 1.050 -0.248
H -3.189 -1.173 0.987
H -2.823 -1.120 -0.684
H -0.996 -0.326 1.624
H -1.078 -1.918 0.875
H -0.606 -1.037 -1.065
*
```

(2)
Below is a 2-piece molecular cluster, C12H13O6S overall at a distorted geometry, with properties calculated with ωB97M-V/def2-TZVPD.

frontier orbital gap: 0.2320 Ha
HOMO level: -4.15 eV

Geometry as ORCA input:
```
! wB97M-V def2-TZVPD RIJCOSX def2/J DEFGRID3
* xyz -1 1
C -2.823 0.221 0.240
C -2.202 -0.539 -1.012
C -1.662 0.104 -2.168
C -1.036 -0.857 -3.304
O -1.159 -0.642 -4.538
C -0.230 -2.125 -2.721
C -0.782 -2.778 -1.575
C -0.100 -4.016 -0.835
O -0.709 -5.008 -0.335
O 1.283 -3.955 -0.711
C -2.163 -2.154 -1.010
O -3.136 -2.854 -0.639
H -2.747 -0.504 1.132
H -2.185 1.134 0.539
H -3.923 0.495 0.136
H -1.656 1.237 -2.267
H 0.752 -2.480 -3.165
C 2.005 0.848 2.432
C 2.817 2.015 1.866
C 2.263 2.328 0.475
S 0.542 1.835 0.500
O 0.367 0.733 -0.414
O -0.293 3.016 0.455
C 0.546 1.193 2.165
H 2.193 0.702 3.498
H 2.273 -0.076 1.911
H 2.700 2.889 2.515
H 3.883 1.781 1.822
H 2.330 3.392 0.244
H 2.769 1.747 -0.297
H -0.119 0.331 2.232
H 0.200 1.988 2.829
*
```

(3)
Below is C12H13PSi as an isolated structure at a distorted geometry, with properties calculated with ωB97M-V/def2-TZVPD.

relative energy (zero: lowest compared OMol25 entry of this formula, charge and spin): 0.0 kJ/mol
frontier orbital gap: 0.2908 Ha
HOMO level: -8.05 eV

Geometry as ORCA input:
```
! wB97M-V def2-TZVPD RIJCOSX def2/J DEFGRID3
* xyz 0 1
C -0.438 -1.188 4.531
C 2.194 -0.639 -2.574
C -1.644 -0.567 4.246
C 0.546 -1.264 3.559
C 2.354 0.496 -1.796
C 1.018 -1.367 -2.492
C -1.864 -0.026 2.993
C 0.321 -0.725 2.305
C 1.345 0.895 -0.939
C 0.009 -0.966 -1.635
C -0.888 -0.101 2.005
C 0.164 0.166 -0.840
Si -1.200 0.720 0.342
P -2.780 2.101 0.187
H -0.266 -1.612 5.511
H 2.980 -0.956 -3.243
H -2.411 -0.505 5.006
H 1.491 -1.740 3.782
H 3.268 1.071 -1.858
H 0.883 -2.252 -3.097
H -2.804 0.465 2.776
H 1.094 -0.789 1.551
H 1.469 1.784 -0.332
H -0.906 -1.539 -1.577
H -1.271 1.975 -3.598
H -2.460 2.507 -1.104
H -2.048 2.007 -3.571
*
```

(4)
Below is C12H14BCl3N6O2Zn as an isolated structure at a distorted geometry, with properties calculated with ωB97M-V/def2-TZVPD.

frontier orbital gap: 0.3623 Ha
HOMO level: -9.37 eV

Geometry as ORCA input:
```
! wB97M-V def2-TZVPD RIJCOSX def2/J DEFGRID3
* xyz 0 1
H 0.972 -1.742 -2.749
N -0.642 -0.544 -2.132
B -2.694 0.916 -1.882
N -1.747 0.009 -2.750
C -1.733 -0.345 -4.051
Zn -0.322 -0.358 -0.225
H -2.504 0.004 -4.723
C -0.613 -1.160 -4.273
H -0.322 -1.641 -5.186
C 0.053 -1.242 -3.042
H -3.569 1.347 -2.547
C 1.197 0.915 2.218
H 1.660 0.324 3.005
H 0.304 0.364 1.900
H 0.888 1.910 2.531
N -1.806 2.095 -1.346
N -3.242 0.131 -0.635
N -0.671 1.874 -0.598
N -2.298 -0.420 0.228
C -1.992 3.414 -1.519
C -4.474 -0.171 -0.176
H -2.845 3.750 -2.096
H -5.359 0.140 -0.695
C -0.971 4.088 -0.873
C -4.343 -0.931 0.994
C -0.155 3.088 -0.303
C -2.958 -1.054 1.211
H -0.836 5.151 -0.822
H -5.117 -1.363 1.591
H 0.742 3.204 0.288
H -2.407 -1.577 1.990
H 1.958 1.056 1.440
Cl 0.962 -5.071 2.554
C 1.143 -4.139 1.024
Cl 2.857 -3.959 0.693
Cl 0.261 -4.957 -0.269
C 0.465 -2.672 1.085
O -0.324 -2.440 2.000
O 0.872 -1.890 0.146
*
```

Copy entry 4 word for word.
Below is C12H14BCl3N6O2Zn as an isolated structure at a distorted geometry, with properties calculated with ωB97M-V/def2-TZVPD.

frontier orbital gap: 0.3623 Ha
HOMO level: -9.37 eV

Geometry as ORCA input:
```
! wB97M-V def2-TZVPD RIJCOSX def2/J DEFGRID3
* xyz 0 1
H 0.972 -1.742 -2.749
N -0.642 -0.544 -2.132
B -2.694 0.916 -1.882
N -1.747 0.009 -2.750
C -1.733 -0.345 -4.051
Zn -0.322 -0.358 -0.225
H -2.504 0.004 -4.723
C -0.613 -1.160 -4.273
H -0.322 -1.641 -5.186
C 0.053 -1.242 -3.042
H -3.569 1.347 -2.547
C 1.197 0.915 2.218
H 1.660 0.324 3.005
H 0.304 0.364 1.900
H 0.888 1.910 2.531
N -1.806 2.095 -1.346
N -3.242 0.131 -0.635
N -0.671 1.874 -0.598
N -2.298 -0.420 0.228
C -1.992 3.414 -1.519
C -4.474 -0.171 -0.176
H -2.845 3.750 -2.096
H -5.359 0.140 -0.695
C -0.971 4.088 -0.873
C -4.343 -0.931 0.994
C -0.155 3.088 -0.303
C -2.958 -1.054 1.211
H -0.836 5.151 -0.822
H -5.117 -1.363 1.591
H 0.742 3.204 0.288
H -2.407 -1.577 1.990
H 1.958 1.056 1.440
Cl 0.962 -5.071 2.554
C 1.143 -4.139 1.024
Cl 2.857 -3.959 0.693
Cl 0.261 -4.957 -0.269
C 0.465 -2.672 1.085
O -0.324 -2.440 2.000
O 0.872 -1.890 0.146
*
```